[1]
Density functional theory data (ωB97M-V with the def2-TZVPD basis set) for a cluster of 2 separate species, C3H2ClF3 in total.

Structure (XYZ):
```
9
Properties=species:S:1:pos:R:3
F 0.7547 -2.0187 2.1371
C 0.7590 -1.1183 1.1189
F 0.1075 -1.6656 0.1169
Cl -0.0531 0.4211 1.6773
H 1.7979 -1.0117 0.9512
C -0.5760 1.8900 -1.2443
C -1.0546 0.8768 -1.6539
F -1.6247 -0.0506 -2.3619
H -0.1106 2.6770 -0.7413
```

Calculated values
SMILES = FC(F)Cl.C#CF
electronic energy = -23815.0109 eV
spin multiplicity = 1


[2]
Density functional theory data (ωB97M-V with the def2-TZVPD basis set) for a structure of composition C35H25FeN8OSi.

Structure (XYZ):
```
71
Properties=species:S:1:pos:R:3
Fe -0.3116 0.2212 -0.1001
C -0.1549 -0.4897 -6.5883
C -0.3077 0.9036 -6.5939
C -0.4968 1.6051 -5.4146
C -0.5219 0.8784 -4.2330
C -0.7117 1.2908 -2.8406
N -0.9745 2.5144 -2.5130
C -1.1685 2.8610 -1.2276
C -1.6821 4.1283 -0.8305
C -2.1824 5.2205 -1.5556
C -2.6723 6.2921 -0.8500
C -2.6747 6.2997 0.5668
C -2.1874 5.2355 1.2849
C -1.6849 4.1358 0.5726
C -1.1740 2.8729 0.9852
N -0.9944 2.5389 2.2789
C -0.7567 1.3163 2.6222
N -0.6892 0.1969 1.8212
C -0.5479 -0.9075 2.6365
N -0.5034 -2.1538 2.3048
C -0.5420 -2.5391 1.0133
N -0.4799 -1.7418 -0.0941
C -0.4756 -2.5495 -1.1973
N -0.3899 -2.1718 -2.4866
C -0.4525 -0.9278 -2.8305
N -0.6383 0.1805 -2.0274
C -0.3684 -0.4970 -4.2266
C -0.1864 -1.2079 -5.4043
C -0.5360 -3.9120 -0.7876
C -0.5564 -5.1202 -1.5008
C -0.6190 -6.2898 -0.7836
C -0.6609 -6.2822 0.6331
C -0.6410 -5.1046 1.3392
C -0.5796 -3.9047 0.6146
C -0.4807 -0.4654 4.0327
C -0.3365 -1.1698 5.2185
C -0.3062 -0.4409 6.3969
C -0.4232 0.9549 6.3871
C -0.5752 1.6502 5.1978
C -0.5996 0.9130 4.0237
N -0.8625 2.1220 -0.1157
H -0.0080 -1.0096 -7.5270
H -0.2763 1.4359 -7.5367
H -0.6216 2.6800 -5.4006
H -2.1782 5.2074 -2.6380
H -3.0699 7.1485 -1.3811
H -3.0728 7.1623 1.0873
H -2.1862 5.2332 2.3674
H -0.0761 -2.2843 -5.3870
H -0.5202 -5.1186 -2.5826
H -0.6338 -7.2391 -1.3054
H -0.7082 -7.2259 1.1632
H -0.6689 -5.0898 2.4212
H -0.2522 -2.2487 5.2122
H -0.1887 -0.9554 7.3427
H -0.3921 1.4954 7.3251
H -0.6723 2.7277 5.1720
C 3.7380 0.4397 1.8107
Si 2.9590 -0.3715 0.3068
C 2.8501 -2.2124 0.6600
C 4.1606 -0.1657 -1.1207
O 1.5292 0.2853 -0.0331
H 4.6927 -0.0324 2.0583
H 3.0797 0.3521 2.6799
H 3.9177 1.5038 1.6362
H 3.8418 -2.6326 0.8495
H 2.4114 -2.7474 -0.1882
H 2.2240 -2.4146 1.5327
H 5.1200 -0.6340 -0.8839
H 4.3411 0.8893 -1.3429
H 3.7669 -0.6351 -2.0264
```

Calculated values
electronic energy = -92942.3946 eV
⟨S²⟩ = 6.0911
spin multiplicity = 5
charge = -1


[3]
Density functional theory data (ωB97M-V with the def2-TZVPD basis set) for a cluster of 2 separate species, C3H11NO3 in total.

Structure (XYZ):
```
18
Properties=species:S:1:pos:R:3
N -0.1584 0.6239 0.9454
C 0.2884 -0.5453 0.0974
C 1.1647 -1.4391 0.8457
O 2.3641 -0.6695 1.3151
C -0.9295 -1.2914 -0.2426
O -1.5035 -0.5394 -1.4286
H 0.0711 1.3854 0.3534
H -1.1614 0.6424 0.8273
H 0.8443 -0.0445 -0.8072
H 1.5623 -2.4151 0.4688
H 0.6532 -1.7492 1.8676
H 1.9550 0.1943 1.0752
H -1.5293 -1.3169 0.5878
H -0.6846 -2.3179 -0.5020
H -2.4180 -0.7383 -1.4805
O -0.2177 3.7869 -1.4468
H -0.0838 3.4873 -0.5526
H -0.2168 2.9464 -1.9234
```

Calculated values
SMILES = NC(CO)CO.O
electronic energy = -10919.9909 eV
spin multiplicity = 1


[4]
Density functional theory data (ωB97M-V with the def2-TZVPD basis set) for a cluster of 3 separate species, H6O3 in total.

Structure (XYZ):
```
9
Properties=species:S:1:pos:R:3
O -1.3854 1.9399 -0.9114
H -2.2308 1.4567 -0.8913
H -0.7957 1.1937 -0.5972
O 1.0041 -1.3761 1.6721
H 0.4559 -2.1112 1.3893
H 1.5988 -1.3850 0.9264
O 0.5734 -0.2125 -0.6215
H 0.3479 -0.0281 0.3049
H 0.4319 0.5224 -1.2713
```

Calculated values
SMILES = O.O.O
electronic energy = -6239.4105 eV
spin multiplicity = 1


[5]
Density functional theory data (ωB97M-V with the def2-TZVPD basis set) for a cluster of 13 separate species, C33H80BrFN4O19P in total.

Structure (XYZ):
```
139
Properties=species:S:1:pos:R:3
C -9.4612 3.9559 -5.5173
C -8.4076 2.8972 -5.6049
O -8.6255 1.7132 -5.6031
O -7.1701 3.4135 -5.7217
C -6.0788 2.4859 -5.6437
C -4.8788 3.1971 -5.0444
C -3.8229 2.1727 -4.6372
C -2.4730 2.7893 -4.2471
C -2.1598 2.7711 -2.7362
C -0.8489 2.0556 -2.3679
C -0.0626 2.7189 -1.2193
C 0.1243 1.7538 -0.0711
O 1.1427 2.2673 0.8185
C 1.3650 1.6319 1.9624
O 1.6064 2.1942 2.9941
C 1.4804 0.1235 1.8752
C 2.6978 -0.3637 1.4587
C 3.8817 0.4905 1.1120
C 5.0304 0.4025 2.1245
C 6.1905 1.2883 1.7220
Br 4.4151 0.8773 3.8990
C 2.8409 -1.7579 1.3539
N 4.0018 -2.3745 0.9992
N 1.7915 -2.5188 1.6641
C 0.5850 -2.0413 2.0817
C -0.3475 -3.1887 2.3125
O 0.1027 -4.2596 2.6023
N -1.7428 -2.9879 2.0329
C -2.1799 -3.6779 0.9178
O -1.5011 -4.0869 0.0318
F -3.5057 -3.7898 0.9459
C 0.3757 -0.7164 2.2088
P -1.3392 -0.1474 2.7104
N -1.5500 -1.1769 4.0411
O -1.0712 1.3083 3.3563
H -10.0000 3.9624 -6.4615
H -9.0188 4.9374 -5.3886
H -10.1498 3.7191 -4.7146
H -5.8446 2.1486 -6.6526
H -6.3535 1.6258 -5.0397
H -4.4734 3.9000 -5.7712
H -5.2385 3.7610 -4.1815
H -4.2416 1.5655 -3.8328
H -3.6872 1.5113 -5.4889
H -2.4408 3.8136 -4.6155
H -1.6924 2.2554 -4.7893
H -2.1261 3.7968 -2.3718
H -2.9953 2.2897 -2.2299
H -1.0960 1.0315 -2.0806
H -0.2251 1.9894 -3.2557
H 0.8999 3.0941 -1.5586
H -0.6373 3.5667 -0.8518
H -0.8190 1.6498 0.4663
H 0.4119 0.7697 -0.4488
H 3.5836 1.5296 0.9993
H 4.3107 0.1482 0.1686
H 5.3561 -0.6276 2.2153
H 6.0714 2.3127 2.0524
H 6.3634 1.2663 0.6468
H 7.1031 0.9235 2.1914
H 4.5059 -1.9286 0.2413
H 3.8724 -3.3419 0.7220
H 1.8770 -3.5302 1.6242
H -2.3191 -3.1431 2.8536
H -2.5023 -1.5169 4.0517
H -1.3248 -0.7715 4.9489
H -0.2780 1.4076 3.9013
C -0.6581 -7.8716 0.5140
O -0.6352 -6.9142 1.5694
H -0.4455 -8.8482 0.9407
H -1.6418 -7.8953 0.0389
H 0.1029 -7.6370 -0.2362
H -0.8197 -6.0572 1.1769
C -0.5694 -2.3670 7.1110
O -1.2084 -1.1141 7.3099
H -1.2683 -3.0056 6.5742
H 0.3380 -2.2519 6.5074
H -0.3132 -2.8410 8.0591
H -0.6061 -0.5592 7.8167
C 7.8132 5.1200 1.1917
O 6.5885 4.3840 1.0357
H 8.5934 4.5635 0.6786
H 7.7260 6.1119 0.7515
H 8.0746 5.2097 2.2478
H 5.9043 4.8797 1.4949
C -2.1339 -7.7878 -3.3637
O -2.8965 -6.6119 -3.1103
H -2.7554 -8.4627 -3.9451
H -1.2329 -7.5551 -3.9377
H -1.8566 -8.2854 -2.4305
H -2.3564 -6.0075 -2.5946
C 1.0864 -2.2556 10.8023
O 0.6746 -1.1860 9.9506
H 0.5796 -3.1534 10.4586
H 2.1655 -2.4155 10.7481
H 0.8029 -2.0675 11.8392
H 1.1152 -0.3883 10.2553
C 6.1005 9.2588 -0.1986
O 6.4508 7.9216 0.1591
H 6.9753 9.8758 -0.0153
H 5.8330 9.3314 -1.2549
H 5.2731 9.6309 0.4094
H 5.6823 7.3661 0.0026
C -1.8532 0.8575 -8.4075
O -2.6549 0.4015 -7.3211
H -1.7099 1.9266 -8.2724
H -0.8755 0.3691 -8.4172
H -2.3456 0.6876 -9.3674
H -2.7922 -0.5433 -7.4303
C -0.7776 -11.8613 2.3358
O -0.3924 -12.0042 0.9715
H -1.5929 -12.5525 2.5293
H 0.0548 -12.1040 3.0011
H -1.1262 -10.8458 2.5454
H 0.3330 -11.3952 0.8132
C 1.5584 1.3278 7.7083
O 0.9739 2.2300 6.7740
H 1.0413 1.4592 8.6560
H 1.4469 0.2901 7.3780
H 2.6195 1.5470 7.8489
H 1.4437 2.1391 5.9395
C 6.4765 -4.8082 0.7155
O 5.9194 -3.9800 -0.3111
H 5.9001 -4.6336 1.6213
H 6.4094 -5.8645 0.4515
H 7.5180 -4.5497 0.9103
H 6.4291 -4.1238 -1.1133
C 4.8439 3.8291 -2.3875
O 5.9941 3.0020 -2.2772
H 4.1843 3.4049 -3.1408
H 4.3044 3.8725 -1.4356
H 5.1156 4.8423 -2.6940
H 6.5585 3.3998 -1.6059
C -10.9493 7.0153 -8.1221
O -11.2919 5.7374 -7.5955
H -10.1052 7.3824 -7.5439
H -10.6540 6.9514 -9.1722
H -11.7755 7.7238 -8.0250
H -12.0384 5.3992 -8.0972
```

Calculated values
electronic energy = -162421.0800 eV
spin multiplicity = 1
charge = +1


[6]
Density functional theory data (ωB97M-V with the def2-TZVPD basis set) for a structure of composition C6H10Br4Cl6.

Structure (XYZ):
```
26
Properties=species:S:1:pos:R:3
Br -12.1707 -18.6611 17.3283
C -11.3747 -17.0631 16.5231
C -10.8964 -17.3989 15.0913
Br -9.9956 -15.8523 14.2176
H -10.4727 -16.9739 17.1285
H -12.0328 -16.1995 16.6189
H -11.7717 -17.6388 14.4875
H -10.2417 -18.2617 14.9688
Br -8.4344 -14.4091 10.3803
C -10.2277 -13.6457 10.6792
C -10.6764 -13.8611 12.1305
Br -12.5237 -13.2373 12.5025
H -10.8355 -14.1421 9.9227
H -10.2286 -12.5852 10.4275
H -10.0830 -13.3182 12.8662
H -10.6104 -14.9212 12.3751
C -13.3749 -14.1799 8.8939
Cl -12.6445 -12.5361 8.9310
Cl -12.5075 -15.2971 10.0553
Cl -13.2960 -14.7851 7.1944
H -14.4110 -14.0919 9.2207
C -12.7233 -16.7287 12.1370
Cl -13.0843 -16.1651 13.7772
Cl -14.2820 -16.9352 11.2306
Cl -11.9043 -18.2636 12.4286
H -12.0450 -16.0742 11.5896
```

Calculated values
electronic energy = -361685.2527 eV
spin multiplicity = 1


[7]
Density functional theory data (ωB97M-V with the def2-TZVPD basis set) for an isolated molecule of C14H14ClNO3.

Structure (XYZ):
```
33
Properties=species:S:1:pos:R:3
O -3.0766 1.3642 0.2183
C -2.9609 0.2935 -0.3525
O -3.7179 -0.1473 -1.3683
C -3.3678 -1.5020 -1.6582
C -1.9800 -1.7613 -1.0437
C -1.8237 -0.6758 0.0054
N -0.4895 -0.0182 -0.0748
C 0.0077 0.7034 -1.1931
O -0.6092 0.8050 -2.2354
C 1.4094 1.2536 -1.1657
C 2.5531 0.3802 -1.5590
C 2.2176 1.5716 -2.4332
C 0.2285 -0.0099 1.1099
C 1.3179 -0.8633 1.2734
C 2.1009 -0.7674 2.4374
C 1.7686 0.1555 3.4285
C 0.6486 0.9857 3.2786
Cl 0.2402 2.1888 4.5310
C -0.1259 0.9209 2.1109
H -3.2931 -1.6176 -2.7234
H -4.1226 -2.2173 -1.2843
H -1.8557 -2.7778 -0.6556
H -1.1848 -1.6884 -1.8213
H -1.9958 -1.0925 0.9977
H 1.5625 1.9011 -0.3231
H 2.3145 -0.6260 -1.9293
H 3.4746 0.4909 -1.0049
H 1.7647 1.3464 -3.3898
H 2.9188 2.4476 -2.4350
H 1.5915 -1.5559 0.4731
H 3.0281 -1.3498 2.5240
H 2.4026 0.2472 4.3018
H -0.9464 1.6150 1.9606
```

Calculated values
SMILES = O=C1OCC[C@H]1N(C(=O)C1CC1)c1cccc(Cl)c1
electronic energy = -34899.5110 eV
spin multiplicity = 1


[8]
Density functional theory data (ωB97M-V with the def2-TZVPD basis set) for a cluster of 4 separate species, C16H31ClNO10P in total.

Structure (XYZ):
```
60
Properties=species:S:1:pos:R:3
N -0.2688 2.1893 3.6077
P 0.8776 2.8432 2.5199
O -0.1663 3.5923 1.4765
C 1.4936 1.3655 1.5079
O 2.6822 1.3099 1.3214
O 0.6665 0.4597 0.9068
C 0.0731 -0.5201 1.7681
C 0.5221 -1.9636 1.4925
C 1.5836 -2.4052 2.4535
O 1.4653 -3.3423 3.1872
Cl 3.0981 -1.4617 2.5272
H -0.0191 2.5365 4.5209
H -0.2700 1.1803 3.6748
H 0.3804 4.1322 0.9022
H 0.2648 -0.3314 2.8193
H -0.9894 -0.4676 1.5912
H 0.7937 -2.1430 0.4656
H -0.3211 -2.5982 1.7137
C -5.4558 2.9393 3.5630
C -4.1828 2.2820 4.0535
O -3.9137 1.0597 3.3632
C -3.2619 1.0170 2.1890
C -3.0223 2.2914 1.4179
O -2.9293 -0.0507 1.7506
H -5.3821 3.2236 2.5135
H -5.6708 3.8344 4.1469
H -6.2951 2.2503 3.6556
H -3.3219 2.9499 4.0007
H -4.2952 1.9965 5.0980
H -3.8334 2.4208 0.7021
H -2.0866 2.1899 0.8739
H -2.9399 3.1804 2.0374
C 6.4509 1.1614 -3.3617
C 5.1729 0.6747 -4.0127
O 4.7827 -0.6091 -3.5261
C 4.0531 -0.7779 -2.4042
C 3.8400 0.3895 -1.4707
O 3.6399 -1.8752 -2.1521
H 6.3275 1.2970 -2.2874
H 6.7609 2.1128 -3.7948
H 7.2479 0.4331 -3.5087
H 4.3569 1.3912 -3.9091
H 5.3339 0.5348 -5.0803
H 4.6075 0.3742 -0.6991
H 2.8707 0.2692 -0.9960
H 3.8437 1.3598 -1.9630
C -2.9929 -4.2428 -3.0425
C -2.8100 -2.7771 -3.3771
O -2.3964 -2.0191 -2.2398
C -1.1097 -1.8989 -1.8664
C -0.0618 -2.7911 -2.4935
O -0.8315 -1.1275 -0.9920
H -2.0564 -4.7031 -2.7279
H -3.3688 -4.7872 -3.9090
H -3.7022 -4.3548 -2.2230
H -2.1252 -2.6247 -4.2126
H -3.7647 -2.3450 -3.6716
H 0.0695 -3.6711 -1.8646
H 0.8783 -2.2446 -2.5284
H -0.2925 -3.1089 -3.5074
```

Calculated values
SMILES = NP(O)C(=O)OCCC(=O)Cl.CCOC(C)=O.CCOC(C)=O.CCOC(C)=O
electronic energy = -60871.2937 eV
spin multiplicity = 1


[9]
Density functional theory data (ωB97M-V with the def2-TZVPD basis set) for a cluster of 3 separate species, C3H11NO2 in total.

Structure (XYZ):
```
17
Properties=species:S:1:pos:R:3
C -0.8598 -1.0826 1.6894
C -1.0232 -0.5222 0.4831
C -2.1636 0.5219 0.1899
N -0.4768 -1.1886 -0.7184
H -0.4184 -2.0893 1.7808
H -1.3877 -0.5366 2.4449
H -2.1172 1.5339 0.5814
H -3.0844 0.0087 0.3752
H -2.0409 0.5802 -0.9260
H 0.3668 -0.8092 -1.1410
H -0.4445 -2.1899 -0.4998
O 2.0430 -0.1751 -1.7941
H 2.9859 -0.3081 -1.9094
H 1.9175 0.2594 -0.9060
O 1.6475 1.9185 0.5021
H 1.3572 2.8282 0.6242
H 0.8147 1.4572 0.7023
```

Calculated values
SMILES = C=C(C)N.O.O
electronic energy = -8873.1953 eV
spin multiplicity = 1


[10]
Density functional theory data (ωB97M-V with the def2-TZVPD basis set) for a structure of composition C7H11N.

Structure (XYZ):
```
19
Properties=species:S:1:pos:R:3
C -2.5300 -0.6507 0.1624
C -1.4725 0.4046 -0.1777
C 0.8247 -0.1303 -0.9697
C 1.2694 1.1976 -0.2327
C 0.8410 0.3443 0.9188
C 1.9220 -0.6660 0.8135
C 1.9065 -1.0460 -0.5191
H -2.3430 -1.5546 -0.3835
H -2.4942 -0.8965 1.2204
H -3.4692 -0.1309 -0.0567
H -1.5817 1.2412 0.5072
H -1.4535 0.7371 -1.2173
H 0.5543 -0.0759 -1.9607
H 0.6061 1.9726 -0.3565
H 2.2850 1.5074 -0.2914
H 0.4816 0.8508 1.8059
H 2.4335 -0.8857 1.7017
H 2.4420 -1.8702 -1.0259
N -0.2219 -0.3488 0.0613
```

Calculated values
electronic energy = -8923.7205 eV
spin multiplicity = 1


[11]
Density functional theory data (ωB97M-V with the def2-TZVPD basis set) for a cluster of 2 separate species, C6H15NO in total.

Structure (XYZ):
```
23
Properties=species:S:1:pos:R:3
C -0.4447 -1.4606 -3.1758
C 0.0108 -0.4544 -2.4789
C 0.5725 -0.6323 -1.1601
C -0.3286 -0.3807 0.0548
C -0.5136 1.2529 0.2550
C -1.7323 1.3367 1.2730
N 0.6565 1.7625 0.9511
H -0.9412 -1.0302 -4.0187
H -0.3898 -2.5372 -2.9639
H 0.2647 0.5070 -3.0980
H 1.4056 0.0660 -1.0727
H 0.9993 -1.6284 -1.2127
H -1.2851 -0.7999 -0.2825
H -0.0087 -0.7059 0.9999
H -0.6523 1.8358 -0.7057
H -2.7427 1.3025 0.7765
H -1.7885 2.5202 1.5902
H -1.6308 0.6371 2.1379
H 0.9051 1.3144 1.8775
H 0.6363 2.8040 1.0256
O 1.4352 -1.4105 3.0381
H 2.3288 -1.1061 2.7969
H 1.4381 -2.2028 2.5792
```

Calculated values
SMILES = C=CCC[C@@H](C)N.O
electronic energy = -10000.3811 eV
spin multiplicity = 1


[12]
Density functional theory data (ωB97M-V with the def2-TZVPD basis set) for an isolated molecule of C2H4O2S2.

Structure (XYZ):
```
10
Properties=species:S:1:pos:R:3
C 1.4773 -0.5581 -1.1331
C -0.4886 0.5745 0.3627
O 2.6505 -1.8746 -2.9045
O 1.2392 2.0118 -0.9029
S 2.3424 -0.4080 -2.7377
S 1.3275 0.8226 -0.0913
H 1.4579 -1.5693 -0.8044
H -0.8331 1.5352 0.7430
H -0.4254 -0.0269 1.2182
H -1.1349 0.1502 -0.4055
```

Calculated values
electronic energy = -27900.5361 eV
spin multiplicity = 1